(1)
A molecular structure, C21H32NO7RuS2Si2, computed with ωB97M-V/def2-TZVPD.

XYZ file:
```
66
Properties=species:S:1:pos:R:3:lowdin_spin:R:1
Ru 0.545 0.260 -0.069 2.907
O 0.953 1.445 4.041 0.007
S 1.379 1.148 2.701 0.005
O 1.047 2.151 1.700 0.036
O 0.961 -0.189 2.202 0.035
C 3.172 1.017 2.763 0.001
C 3.734 1.174 4.023 0.000
C 5.102 1.042 4.220 0.001
C 5.924 0.748 3.152 0.000
C 5.381 0.589 1.885 0.001
C 4.014 0.719 1.669 0.000
S 3.513 0.463 -0.040 0.008
O 4.734 0.316 -0.788 0.009
O 2.688 1.614 -0.416 0.024
O 2.647 -0.745 -0.034 0.051
H 3.072 1.398 4.847 0.000
H 5.517 1.167 5.213 0.000
H 6.993 0.642 3.294 0.000
H 6.008 0.365 1.035 0.000
C -0.290 -2.716 1.526 0.011
Si -1.745 -1.559 1.254 0.017
C -2.158 -0.408 2.657 -0.001
C -3.225 -2.751 1.290 0.005
C -1.637 -0.627 -0.368 0.108
C -2.206 0.726 -0.293 0.018
C -3.478 1.139 -0.724 0.009
C -3.840 2.464 -0.590 -0.001
C -2.950 3.377 -0.027 0.010
C -1.714 2.907 0.369 0.006
N -1.364 1.631 0.228 0.072
Si -1.876 -1.561 -1.953 0.021
C -0.578 -2.902 -2.111 0.004
C -3.541 -2.423 -2.144 0.004
C -1.888 -0.461 -3.477 0.021
H 0.006 -2.702 2.579 0.001
H 0.607 -2.458 0.960 0.004
H -0.592 -3.730 1.253 0.001
H -2.436 -1.015 3.524 0.000
H -3.030 0.186 2.366 0.000
H -1.363 0.274 2.961 0.000
H -3.375 -3.109 2.316 0.001
H -3.057 -3.629 0.665 0.000
H -4.152 -2.268 0.964 0.000
H -4.163 0.412 -1.142 0.001
H -4.821 2.792 -0.915 0.000
H -3.206 4.420 0.096 0.001
H -0.961 3.549 0.810 0.000
H -0.866 -3.786 -1.534 0.000
H 0.385 -2.556 -1.727 0.002
H -0.436 -3.211 -3.151 0.000
H -3.722 -3.204 -1.413 0.000
H -3.593 -2.873 -3.142 0.001
H -4.363 -1.702 -2.070 0.000
H -0.902 -0.096 -3.754 0.008
H -2.528 0.412 -3.320 0.000
H -2.297 -1.035 -4.316 0.003
C 1.145 2.678 -2.953 0.016
O 0.255 1.770 -2.299 0.110
C 0.608 0.474 -2.111 0.381
C 1.763 -0.021 -2.922 0.058
H 2.074 2.763 -2.390 0.003
H 0.624 3.633 -2.965 0.000
H 1.351 2.362 -3.977 0.001
H 1.467 -0.045 -3.978 0.003
H 2.017 -1.035 -2.619 0.000
H 2.667 0.590 -2.833 0.017
```

Calculated values
* largest force on an atom: 0.60 eV/A
* total charge: -1
* <S²>: 6.042
* total energy: -2871.13611 Eh
* LUMO level (alpha / beta): 2.8 / 2.6 eV
* Kohn-Sham gap (alpha / beta): 6.25 / 7.80 eV
* multiplicity: 5

***

(2)
A single C21H32O2 molecule, computed with ωB97M-V/def2-TZVPD.

XYZ file:
```
55
Properties=species:S:1:pos:R:3:mulliken_charge:R:1
C 1.611 2.171 -6.619 -1.165
C 2.291 0.904 -6.102 -0.355
C 1.667 0.446 -4.820 -0.278
C 2.242 0.326 -3.634 -0.262
C 3.682 0.583 -3.291 -0.932
C 4.367 -0.739 -3.090 -0.260
C 4.525 -1.380 -1.942 -0.588
C 4.061 -0.918 -0.591 -0.613
C 2.748 -1.570 -0.261 -0.236
C 1.622 -0.969 0.091 -0.529
C 1.413 0.507 0.289 -0.143
C 1.701 0.844 1.724 -0.595
C 0.798 1.043 2.673 -0.652
C -0.692 0.983 2.475 -0.453
C -1.141 -0.437 2.282 -0.066
C -1.997 -0.900 1.383 -0.412
C -2.735 -0.122 0.340 -0.774
C -4.244 -0.123 0.609 -0.915
C -4.582 0.580 1.924 -0.359
C -4.207 -0.270 3.116 0.561
O -4.450 -1.441 3.240 -0.604
O -3.608 0.464 4.064 -0.323
C -3.223 -0.232 5.242 -0.687
H 2.050 2.483 -7.564 0.337
H 1.725 2.980 -5.900 0.313
H 0.548 1.998 -6.773 0.312
H 3.357 1.089 -5.976 0.286
H 2.176 0.111 -6.847 0.298
H 0.613 0.209 -4.908 0.384
H 1.655 -0.036 -2.799 0.256
H 3.726 1.181 -2.379 0.345
H 4.182 1.136 -4.086 0.445
H 4.715 -1.206 -4.002 0.382
H 5.002 -2.352 -1.949 0.373
H 4.796 -1.223 0.161 0.360
H 3.972 0.167 -0.555 0.337
H 2.759 -2.649 -0.347 0.365
H 0.754 -1.573 0.319 0.322
H 2.077 1.084 -0.357 0.233
H 0.382 0.754 0.038 0.153
H 2.752 0.880 1.977 0.387
H 1.134 1.243 3.681 0.363
H -0.982 1.599 1.623 0.450
H -1.191 1.386 3.360 0.337
H -0.689 -1.135 2.975 0.340
H -2.227 -1.959 1.384 0.309
H -2.384 0.910 0.291 0.327
H -2.557 -0.585 -0.635 0.376
H -4.606 -1.151 0.664 0.372
H -4.757 0.381 -0.212 0.423
H -4.078 1.543 2.003 0.290
H -5.661 0.745 1.980 0.314
H -2.457 -0.972 5.004 0.276
H -4.083 -0.743 5.678 0.338
H -2.833 0.517 5.927 0.238
```

Calculated values
* largest force on an atom: 0.35 eV/A
* total charge: 0
* energy above the lowest of the compared OMol25 structures with the same formula, charge and spin: 20.5 kJ/mol
* total energy: -969.77315 Eh
* LUMO level: 0.9 eV
* Kohn-Sham gap: 9.66 eV
* multiplicity: 1
* SMILES: CC/C=C\C/C=C\C/C=C\C/C=C\C/C=C\CCCC(=O)OC

***

(3)
A molecular structure, C21H33BBeF4N2O4 at a distorted geometry, computed with ωB97M-V/def2-TZVPD.

XYZ file:
```
66
Properties=species:S:1:pos:R:3:mulliken_charge:R:1
Be -10.229 -20.243 29.996 2.140
B -9.670 -18.767 32.361 -0.133
F -8.611 -18.753 31.426 -0.137
F -10.807 -18.306 31.656 -0.241
F -9.855 -20.122 32.674 -0.332
F -9.438 -17.985 33.469 -0.251
C -11.017 -23.802 27.206 -1.388
C -11.653 -22.462 27.590 -0.002
O -10.763 -21.523 28.071 -0.488
H -10.116 -23.573 26.637 0.294
H -11.715 -24.436 26.653 0.420
H -10.776 -24.398 28.092 0.245
H -12.533 -22.606 28.241 -0.140
H -12.075 -22.050 26.653 0.288
N -8.537 -21.895 30.666 0.544
C -8.320 -22.858 29.765 -0.616
C -7.208 -23.689 29.784 -0.778
C -6.269 -23.555 30.805 -0.453
C -6.459 -22.518 31.697 -0.732
C -7.580 -21.728 31.585 -0.453
H -8.995 -22.903 28.916 0.532
H -7.104 -24.486 29.061 0.501
H -5.436 -24.244 30.786 0.407
H -5.827 -22.337 32.557 0.441
H -7.801 -20.966 32.321 0.451
N -10.482 -18.289 28.712 1.113
C -10.771 -18.361 27.409 -0.472
C -10.739 -17.289 26.531 -0.771
C -10.507 -16.024 27.064 -0.345
C -10.226 -15.942 28.408 -0.891
C -10.193 -17.084 29.202 -0.520
H -10.930 -19.331 26.950 0.202
H -10.813 -17.481 25.471 0.483
H -10.381 -15.146 26.443 0.377
H -9.909 -15.036 28.907 0.459
H -9.933 -17.019 30.247 0.485
C -5.687 -19.843 29.100 -1.045
C -6.974 -19.290 28.521 0.636
O -8.023 -19.807 28.842 -0.264
C -6.964 -18.197 27.479 -1.053
H -5.242 -20.573 28.424 0.293
H -5.844 -20.256 30.089 0.142
H -5.032 -18.967 29.116 0.410
H -6.529 -17.269 27.854 0.357
H -7.971 -18.041 27.102 0.071
H -6.332 -18.510 26.643 0.381
C -13.093 -20.935 32.919 -1.030
C -12.606 -21.961 31.923 0.853
O -11.549 -21.807 31.362 -0.320
C -13.494 -23.174 31.727 -1.460
H -13.240 -21.342 33.923 0.443
H -14.083 -20.554 32.655 0.269
H -12.398 -20.103 33.002 0.031
H -13.451 -23.871 32.569 0.435
H -13.155 -23.743 30.863 0.299
H -14.533 -22.846 31.714 0.388
C -14.516 -18.040 29.617 -1.393
C -13.881 -19.391 29.821 0.689
O -12.724 -19.494 30.150 -0.171
C -14.752 -20.597 29.579 -0.711
H -15.395 -17.999 30.262 0.385
H -14.867 -17.868 28.598 0.363
H -13.751 -17.285 29.787 0.269
H -15.103 -20.618 28.544 0.422
H -15.600 -20.734 30.249 0.297
H -14.118 -21.482 29.642 -0.225
```

Calculated values
* largest force on an atom: 2.43 eV/A
* total charge: 0
* total energy: -1669.69542 Eh
* LUMO level: 0.6 eV
* Kohn-Sham gap: 7.91 eV
* multiplicity: 1